DFT (ωB97M-V/def2-TZVPD) results for a structure of composition C6H5O3PS at a distorted geometry.

## Properties
- LUMO level (eV) = 5.625
- HOMO (eV) = -0.1
- energy above the lowest of the compared OMol25 structures with the same formula, charge and spin (eV) = 0.793
- total charge = -2
- orbital gap (eV) = 5.75
- E_tot (eV) = -32567.4294

```
16
Properties=species:S:1:pos:R:3:forces:R:3:nbo_charge:R:1
C -1.861246 0.450995 0.538817 -0.391 1.686 -0.245 -0.38
C -0.626196 -0.239440 0.630920 -3.129 -1.080 1.482 -0.07
C -2.050701 1.538639 -0.331222 1.335 -2.789 0.507 -0.30
C 0.553000 0.024226 0.183029 -1.649 -0.427 -0.249 -0.11
C 3.032967 0.334063 -0.048138 0.148 -2.704 0.717 -0.63
C 1.772981 -0.002859 0.127317 2.618 0.368 -0.771 0.13
O 0.909376 -2.747207 1.689672 -0.733 0.332 -0.078 -1.15
O 0.704727 -0.659673 3.183829 0.497 0.914 -0.176 -1.15
O -1.110126 -2.346617 3.285380 -0.674 -0.278 -0.986 -1.16
P 0.080158 -1.830550 2.537338 2.019 -2.057 3.166 2.37
S -1.125512 1.988968 -1.664053 0.130 0.661 -0.139 -0.42
H -2.724170 0.210608 1.205558 1.080 0.001 -0.427 0.20
H -0.799822 -1.182002 1.297544 -0.418 1.061 -2.131 0.09
H -2.997933 1.923929 -0.180466 -2.002 1.315 -0.053 0.15
H 3.766222 -0.490975 0.168573 -0.211 1.576 -0.145 0.20
H 3.075550 1.379411 -0.016156 1.379 1.421 -0.472 0.21
```
Forces are in eV/Å.



DFT (ωB97M-V/def2-TZVPD) results for a structure of composition C24H43Br3O11 at a distorted geometry.

## Properties
- LUMO level (eV) = -1.211
- HOMO (eV) = -8.0
- energy above the lowest of the compared OMol25 structures with the same formula, charge and spin (eV) = 27.642
- orbital gap (eV) = 6.79
- E_tot (eV) = -258207.6311

```
81
Properties=species:S:1:pos:R:3:forces:R:3:mulliken_charge:R:1
C -2.749610 -2.368136 -3.753134 -1.042 -0.359 -0.079 -2.10
C -2.165680 -2.218356 -2.404084 0.282 2.986 0.144 1.37
C -2.829070 -1.105896 -1.525294 -0.233 -2.016 -2.033 0.53
O -2.765100 -1.857356 -0.264724 -4.586 1.163 -8.630 -0.08
C -2.461130 -3.062356 -0.399184 -2.553 -7.632 2.336 0.43
O -2.609060 -3.908736 0.523616 1.734 2.816 -3.288 -0.64
O -2.339440 -3.352036 -1.696194 0.362 -3.476 1.141 -0.47
H -3.756010 -2.760536 -3.607254 -0.124 -0.157 0.119 0.55
H -2.224390 -3.146766 -4.306284 0.126 0.547 -0.551 0.43
H -2.942270 -1.393416 -4.201364 0.603 -0.212 -0.591 0.37
H -1.100570 -2.000636 -2.325084 -0.600 -0.360 -0.609 -0.12
H -3.827990 -0.831596 -1.864444 -0.413 -0.487 0.601 0.55
H -2.197190 -0.220856 -1.451014 -1.356 -1.036 -0.764 -1.04
C -3.339900 0.229934 1.819646 0.357 -0.775 -1.184 -1.65
C -2.595530 -1.144786 1.808376 0.851 2.160 3.800 1.56
C -1.214130 -1.189766 2.424516 0.676 0.864 1.111 1.81
O -1.285890 -2.182016 3.470386 1.985 0.864 -0.792 -0.54
C -2.514420 -2.631806 3.547506 -0.921 -0.452 0.037 0.47
O -2.872260 -3.473246 4.315826 -0.255 -0.023 0.040 -0.64
O -3.272240 -2.011696 2.648046 -2.574 -1.484 1.219 -0.56
H -4.240390 0.157814 1.209716 -0.656 -0.527 0.372 0.42
H -2.809130 0.888694 1.132316 0.446 0.563 0.926 0.07
H -3.595780 0.648904 2.792826 0.297 -0.066 -0.051 0.46
H -2.524840 -1.587426 0.814806 0.037 2.160 5.662 -0.05
H -0.888750 -0.256586 2.884306 -0.707 -0.812 0.214 -0.49
H -0.436840 -1.398976 1.689576 0.120 -0.953 0.233 -0.32
C 3.607550 -0.652536 2.213496 -0.331 -1.934 1.231 -1.50
C 2.415280 0.251684 2.414046 2.629 -2.640 0.168 1.19
O 1.498990 -0.086856 3.113146 1.210 -2.765 0.768 -0.51
C 2.452500 1.448944 1.643126 2.730 3.863 -0.484 -1.13
H 3.621880 -1.019806 1.187336 0.381 0.135 2.776 0.34
H 3.418620 -1.598296 2.721366 0.288 0.260 0.931 0.36
H 4.577740 -0.215366 2.449506 -0.091 0.085 0.125 0.37
H 1.515970 1.607714 1.108526 3.099 1.218 0.796 0.18
H 3.310560 1.662434 1.005746 0.218 -1.163 -0.388 0.43
H 2.676350 2.299504 2.286976 -0.600 0.232 0.588 0.44
C 3.676290 -0.543336 -0.396904 -0.990 1.322 -3.435 -0.42
C 3.231030 0.556954 -1.382104 -1.576 0.467 1.425 0.99
O 2.041390 0.923054 -1.277884 4.544 1.423 -0.304 -0.68
C 4.138100 1.133054 -2.412514 0.896 -0.226 0.252 -1.47
H 2.779730 -0.711496 0.199766 0.688 0.452 -1.032 -0.52
H 4.561000 -0.292586 0.188336 0.015 0.027 -0.903 0.63
H 3.770950 -1.448736 -0.996384 0.588 -0.242 -0.026 0.29
H 5.153470 0.917794 -2.079694 0.180 0.555 -0.270 0.49
H 3.887780 2.171394 -2.629994 0.301 0.141 0.483 0.34
H 3.974040 0.681984 -3.391154 0.710 -0.417 0.362 0.47
C -0.207620 -0.694586 -3.709354 1.601 -3.480 -0.370 -0.46
C 1.005730 -0.364016 -4.457244 0.117 0.286 -0.788 0.18
O 1.221620 -0.950926 -5.479124 0.640 -0.758 -1.282 -0.61
C 1.842660 0.773744 -3.999154 -0.645 -0.442 0.016 -0.12
H -1.025880 0.009434 -3.860734 2.647 -6.878 -4.281 0.19
H -0.050530 -0.626696 -2.632874 -0.295 -0.089 -1.254 -0.27
H -0.631830 -1.660246 -3.984384 0.856 0.214 -0.462 0.73
H 2.417200 0.498004 -3.114864 -1.286 -0.088 -1.529 -0.96
H 1.097080 1.482224 -3.638244 0.550 0.708 -0.149 0.21
H 2.500010 1.100384 -4.804944 -0.266 0.201 0.062 0.59
C 0.623260 -0.881596 -0.867294 -0.411 -1.327 1.910 -2.15
C -0.334050 0.012344 -0.135504 -1.358 1.074 -0.250 1.41
O -1.515490 -0.302416 -0.042444 5.479 3.250 1.408 0.01
C 0.137290 1.265694 0.517716 0.298 -5.519 0.610 0.50
H 0.138440 -1.833456 -1.084154 0.068 0.114 -0.144 0.03
H 1.293010 -1.106196 -0.037194 0.150 -0.381 -0.230 -0.20
H 1.208140 -0.383566 -1.640594 -1.033 -1.352 0.555 0.38
H -0.593360 2.054064 0.698606 0.009 -3.374 2.603 0.11
H 0.909340 1.647544 -0.150304 -0.180 -1.087 1.088 -0.61
H 0.637290 0.924424 1.424156 -1.866 -1.504 -1.581 1.74
C 0.140850 1.721384 3.000026 -1.527 -0.130 0.848 0.54
C -0.651890 1.730584 4.262536 0.110 2.131 0.722 0.52
O -1.366920 0.879474 4.732316 0.348 0.198 -0.523 -0.55
C -0.319050 3.050494 5.002376 -1.047 -1.028 1.502 -1.50
H 1.201990 1.674614 3.244796 -1.353 1.539 0.491 0.60
H -0.130230 2.500624 2.287706 0.012 0.713 1.082 0.72
H 0.004620 0.782584 2.463196 -0.926 1.448 1.720 -2.92
H -0.743230 3.989584 4.647046 0.584 -0.129 -0.921 0.31
H 0.759140 2.994484 5.152336 0.031 0.742 -0.150 0.37
H -0.789380 3.010934 5.984886 0.150 -0.340 0.279 0.45
C -1.974120 2.300624 -1.742884 -0.549 1.979 -0.015 0.49
Br -3.216110 3.712114 -2.241344 0.122 -0.110 0.274 -0.02
Br -0.351940 2.988364 -0.711794 -4.036 8.362 -9.461 -0.21
Br -1.487460 1.157324 -3.272684 -3.963 10.660 5.658 0.28
H -2.500180 1.634774 -1.058764 0.224 0.311 0.118 -0.35
```
Forces are in eV/Å.



DFT (ωB97M-V/def2-TZVPD) results for the molecule C2H5NS2 at a distorted geometry.

## Properties
- LUMO level (eV) = 0.077
- HOMO (eV) = -8.7
- energy above the lowest of the compared OMol25 structures with the same formula, charge and spin (eV) = 1.389
- orbital gap (eV) = 8.82
- E_tot (eV) = -25314.4365
- SMILES string = CC(=S)NS

```
10
Properties=species:S:1:pos:R:3:forces:R:3:nbo_charge:R:1
C 0.537439 1.197771 -0.044611 0.084 -0.191 -1.960 -0.70
C 0.659893 -0.306798 -0.141934 -0.624 0.296 -0.379 0.09
S 2.087913 -1.030454 0.135290 -0.214 -0.428 -0.252 -0.05
N -0.519935 -0.994222 -0.522905 2.821 -2.598 -1.033 -0.80
S -2.028834 -0.679754 0.097078 -0.194 0.149 1.950 0.22
H -0.476040 1.437792 -0.201040 -1.451 0.408 -0.231 0.22
H 1.057852 1.723196 -0.944524 -0.245 -0.948 2.083 0.25
H 0.722377 1.510857 0.959721 0.966 0.567 0.327 0.24
H -0.288751 -2.027091 -0.842840 -0.740 2.715 1.260 0.42
H -1.751914 -0.831297 1.505768 -0.404 0.029 -1.763 0.10
```
Forces are in eV/Å.



- What is the energy above the lowest of the compared OMol25 structures with the same formula, charge and spin in the third record?
  1.389 eV